No. 1
A molecular structure, C30H47NO5PPtSi at a distorted geometry, computed with the ωB97M-V functional and the def2-TZVPD basis.

Geometry as XYZ:
```
86
Properties=species:S:1:pos:R:3:forces:R:3
Pt -0.5743 0.3341 0.2812 -0.5 2.3 0.2
O 3.3550 3.3471 4.6331 1.6 1.3 -0.1
C 2.6573 2.8720 3.6252 -0.9 -1.2 -1.7
O 3.0487 2.7368 2.4707 -0.6 0.6 1.9
C 1.2902 2.3266 4.1545 0.6 -0.8 -0.7
O 0.2728 2.6363 3.2520 -1.7 -0.2 -0.7
C -1.0105 1.9053 3.3613 1.2 -1.0 0.6
C -2.0003 2.4833 2.3014 0.7 0.2 -0.4
O -2.7519 3.3822 2.6271 0.6 -1.1 -0.7
O -1.8700 1.9601 1.0611 -0.3 -0.4 1.9
H 4.2002 3.7656 4.2932 -1.1 -0.8 0.4
H 1.0671 2.6811 5.1430 0.0 0.3 0.6
H 1.4570 1.2307 4.2121 -0.1 0.2 0.1
H -1.4795 2.0392 4.3894 0.7 -0.2 -1.2
H -0.7721 0.7727 3.1429 -0.6 1.9 0.5
C -1.8556 -2.3593 2.0712 -0.7 -2.0 -1.2
C -2.9827 -1.5880 1.4624 0.1 1.8 -2.0
C -4.3045 -2.3178 1.3905 -1.8 -0.1 -0.3
P -2.3117 -1.0522 -0.2905 -1.6 2.1 1.8
C -3.7070 -0.4408 -1.2387 -1.0 -0.8 -0.3
C -3.4045 -0.1074 -2.7239 0.4 -0.1 -0.5
C -4.4188 0.7232 -0.5523 -1.0 -0.1 -1.8
C -1.5202 -2.3366 -1.1367 -0.6 -0.6 0.1
C -2.2151 -3.3718 -1.7212 0.2 -0.6 -0.5
C -1.5205 -4.4703 -2.2737 0.3 0.0 0.6
C -2.2845 -5.7004 -2.6815 -1.5 1.2 1.2
C -0.1216 -4.3927 -2.3399 0.0 2.2 0.6
C 0.5709 -3.2707 -1.7802 0.7 -2.5 0.0
C -0.1202 -2.2897 -1.0563 1.4 0.4 0.4
N 0.5129 -1.3353 -0.2317 0.7 -2.9 -1.9
C 1.9250 -1.1935 -0.2839 0.0 0.5 0.1
C 2.6383 -0.7230 -1.4295 -0.7 -1.1 -0.7
C 2.0342 -0.6953 -2.8021 -1.5 0.9 -0.7
C 3.9514 -0.3294 -1.3626 0.4 0.1 1.8
C 4.6389 -0.3441 -0.1259 -0.3 -0.2 1.3
C 5.9824 0.3500 0.0902 0.0 0.8 -0.9
C 3.9782 -0.9526 0.9893 -0.6 0.4 -1.8
C 2.6214 -1.3493 0.9190 2.7 0.8 0.1
C 2.0958 -2.0530 2.0989 -0.6 -2.1 -0.3
H -2.1105 -2.4910 3.0792 -0.1 -0.6 1.6
H -0.9738 -1.7909 2.0192 1.3 0.5 0.0
H -1.6985 -3.3888 1.5805 -0.2 1.5 0.7
H -3.0918 -0.5654 1.9651 0.1 -1.4 -0.5
H -4.3428 -3.1810 0.6507 0.3 0.9 1.0
H -5.1977 -1.6475 1.1146 1.5 -0.8 0.4
H -4.5293 -2.6904 2.4179 0.1 0.0 -0.8
H -4.4283 -1.2880 -1.1734 0.3 0.3 -0.4
H -4.1760 -0.5496 -3.3699 0.2 0.0 0.2
H -2.4168 -0.5112 -3.0777 -0.8 0.4 0.3
H -3.4492 0.9845 -2.9442 0.3 -0.7 0.5
H -3.8020 1.5910 -0.6497 0.4 0.7 0.4
H -4.7200 0.5468 0.4719 -0.1 0.0 0.1
H -5.3038 0.8958 -1.2437 0.7 0.0 1.2
H -3.3150 -3.3853 -1.7746 0.6 0.1 0.3
H -2.6427 -5.4775 -3.6734 -0.3 -0.5 -0.6
H -3.1892 -5.8063 -1.9980 1.0 0.1 -0.9
H -1.7414 -6.6163 -2.6109 0.6 -0.4 -0.3
H 0.4254 -5.1585 -2.8466 0.4 -0.4 0.0
H 1.6786 -3.3726 -1.6866 -1.0 0.4 -0.3
H 2.4786 -1.4017 -3.5189 0.1 0.1 0.4
H 2.1762 0.3312 -3.2266 -0.2 -0.8 0.2
H 0.9369 -0.9301 -2.8065 1.0 0.5 0.0
H 4.4040 0.0516 -2.2566 0.3 0.2 -0.2
H 6.7898 -0.0777 -0.5369 -0.4 0.0 0.4
H 6.3278 0.4316 1.1423 -0.5 -0.4 -0.7
H 5.8723 1.4071 -0.2935 0.1 -1.0 0.5
H 4.5098 -1.1436 1.9127 0.1 0.2 0.0
H 1.0686 -2.3155 1.8656 -0.2 -0.3 0.4
H 2.0972 -1.4988 3.0135 0.3 0.4 0.5
H 2.6619 -3.0416 2.2351 -0.7 1.4 0.0
C 2.1675 4.6203 -0.7874 0.2 -0.2 1.2
Si 0.6490 3.5180 -1.1118 -0.6 1.4 0.4
C -0.9341 4.3983 -0.6386 -0.1 -0.5 0.0
C 0.7517 3.1881 -2.9539 2.5 -2.4 1.2
C 0.8658 2.1309 0.1377 1.3 -0.1 -2.4
H 3.0198 3.9908 -0.5171 0.2 -0.2 -0.7
H 2.1937 5.2424 0.1235 -0.8 0.0 -0.3
H 2.3848 5.2831 -1.6154 0.2 -0.1 -0.3
H -1.3607 5.0996 -1.3645 0.2 -0.1 0.2
H -0.6444 4.9012 0.2815 -0.2 0.4 0.1
H -1.7035 3.6720 -0.3305 0.2 0.3 -0.3
H 1.8156 2.7516 -3.0909 -1.4 0.7 0.0
H 0.7189 4.0705 -3.5179 -0.2 1.4 -0.7
H 0.1012 2.4494 -3.3689 -0.7 -0.4 -0.2
H 1.7825 1.5861 -0.1451 -0.2 -0.2 0.3
H 0.8221 2.3141 1.1798 -0.3 0.3 1.1
```
Positions in Å, forces in eV/Å.

Results
* charge: +1
* frontier orbital gap (alpha / beta): 6.53 / 5.20 eV
* E_HOMO (alpha / beta): -9.315 / -11.512 eV
* E_LUMO (alpha / beta): -0.10242 / -0.23188 Ha
* ΔE to the lowest compared entry with this formula, charge and spin: 2.361 eV
* E: -64002.5633 eV
* 2S+1: 5
* ⟨S²⟩: 6.05



No. 2
A molecular structure, C11H25ClIMnN2OP2 at a distorted geometry, computed with the ωB97M-V functional and the def2-TZVPD basis.

Geometry as XYZ:
```
44
Properties=species:S:1:pos:R:3:forces:R:3
C -2.2989 -3.4100 -4.1417 -0.7 1.2 -0.2
C -1.2701 -3.5733 -3.1040 3.3 -6.4 0.4
H -2.3915 -4.3552 -4.7010 0.3 0.2 0.4
H -2.0068 -2.5890 -4.8155 -0.1 -0.2 0.2
H -3.2563 -3.1483 -3.6640 0.3 0.0 -0.2
O -0.5485 -4.4399 -2.7401 -3.0 4.6 -1.0
I -0.9852 -1.4634 -1.7710 0.1 1.0 0.5
Mn -0.2400 0.4301 -0.0789 -0.3 0.7 0.3
P -1.6536 -0.7761 1.6499 -1.0 -0.2 1.0
C -0.7023 -1.4591 3.0498 0.5 0.0 -0.5
C -2.7979 0.4033 2.4436 0.3 0.4 -0.4
H -3.6403 -0.1375 2.8944 0.3 0.1 -0.1
H -3.5647 -2.2681 1.8926 0.3 0.1 -0.1
H -3.1623 1.1033 1.6838 -0.1 -0.1 0.2
H -3.1929 -1.9190 0.1789 -0.1 -0.1 0.3
H -0.0212 -0.6921 3.4427 -0.2 -0.3 0.1
H -2.2595 0.9690 3.2128 -0.1 -0.1 -0.1
C -2.7586 -2.1433 1.1586 0.2 -0.1 -0.6
H -1.3860 -1.7902 3.8463 0.1 0.1 -0.3
H -2.1902 -3.0762 1.0802 -0.1 0.2 0.0
H -0.1197 -2.3164 2.6855 -0.1 0.1 0.3
P 1.7885 0.7900 -1.5429 1.1 0.6 -0.9
C 3.3381 0.3771 -0.6689 -0.4 -0.3 0.4
C 1.9229 -0.0934 -3.1353 -0.5 -0.3 0.1
H 1.0221 2.9617 -2.2513 0.2 0.1 -0.1
H 2.6413 2.5902 -2.9353 -0.1 -0.1 0.3
H 2.4676 3.0937 -1.2181 -0.1 -0.1 -0.2
C 2.0078 2.5324 -2.0397 -0.6 0.1 0.4
H 0.9346 -0.1329 -3.6057 0.3 0.1 -0.1
H 2.6227 0.4236 -3.8044 -0.1 0.0 0.3
H 4.2077 0.7568 -1.2279 -0.4 -0.1 0.1
H 3.4028 -0.7168 -0.5785 0.2 0.3 0.0
H 2.2672 -1.1193 -2.9669 -0.1 0.2 0.0
H 3.3228 0.8274 0.3330 0.2 -0.1 -0.3
Cl -1.6065 2.1369 -0.7387 1.2 -1.2 0.6
N 0.3542 2.8618 1.6025 0.5 1.2 1.5
C 0.9649 3.4431 2.6493 -1.1 -0.1 -1.6
C 1.7417 2.4601 3.2585 0.4 -0.4 0.5
C 1.5414 1.2876 2.5233 -1.1 0.1 -1.7
N 0.6844 1.5381 1.4934 0.4 -1.2 0.2
H -0.3182 3.2768 0.9515 0.1 -0.1 0.0
H 0.8188 4.4860 2.8869 0.0 0.1 0.0
H 2.3715 2.5682 4.1245 0.1 0.1 0.2
H 1.9482 0.3028 2.6880 0.1 0.0 -0.1
```
Positions in Å, forces in eV/Å.

Results
* charge: +3
* frontier orbital gap (alpha / beta): 5.91 / 3.94 eV
* E_HOMO (alpha / beta): -18.566 / -18.632 eV
* E_LUMO (alpha / beta): -0.46524 / -0.53997 Ha
* E: -87331.2818 eV
* 2S+1: 4
* ⟨S²⟩: 3.89



No. 3
C6H9P in the gas phase at a distorted geometry, computed with the ωB97M-V functional and the def2-TZVPD basis.

Geometry as XYZ:
```
16
Properties=species:S:1:pos:R:3:forces:R:3
C -2.5928 -0.9186 0.0445 -0.2 2.5 -1.0
P -2.2720 0.5599 -0.6938 1.3 -1.4 0.8
C -0.4048 0.5741 -0.9186 1.0 1.2 -1.4
C 0.6633 0.8449 0.1768 -0.7 -2.7 -1.9
C 1.0453 1.9745 1.0126 -1.3 1.5 1.2
C 0.6932 -0.3397 -0.4314 -0.4 1.9 2.8
C 1.2241 -1.7164 -0.3428 0.3 -0.8 -3.6
H -3.5986 -0.9775 0.3332 -1.6 -0.2 0.3
H -2.0930 -1.7928 0.3087 1.5 -1.0 0.2
H -0.1145 1.1359 -1.8749 -0.8 -0.7 0.9
H 1.9395 1.8448 1.6999 -1.3 0.0 -0.8
H 0.0358 2.2854 1.6084 2.6 -0.6 -1.1
H 1.2466 2.8213 0.3047 -0.1 -0.5 0.8
H 0.4803 -2.4661 -0.7510 0.8 0.8 0.7
H 1.6307 -2.0362 0.5747 0.0 0.0 1.4
H 2.1169 -1.7934 -1.0510 -1.0 0.0 0.6
```
Positions in Å, forces in eV/Å.

Results
* SMILES: C=PC1C(C)=C1C
* charge: 0
* frontier orbital gap: 8.71 eV
* E_HOMO: -8.222 eV
* E_LUMO: 0.01800 Ha
* ΔE to the lowest compared entry with this formula, charge and spin: 3.266 eV
* E: -15652.4809 eV



No. 4
2 unconnected molecules or ions with the total composition C4H12, computed with the ωB97M-V functional and the def2-TZVPD basis.

Geometry as XYZ:
```
16
Properties=species:S:1:pos:R:3:forces:R:3
C 1.2645 -0.8362 1.1886 0.5 0.6 -0.2
C 1.6240 0.6544 1.2506 0.1 -0.3 0.5
H 0.1889 -0.9673 1.1445 -0.1 -0.2 0.2
H 1.7004 -1.2562 0.2856 -0.1 -0.2 -0.1
H 1.7066 -1.3544 2.0402 -0.3 -0.1 0.0
H 1.2851 1.0970 2.1910 0.0 0.0 -0.1
H 1.1716 1.2112 0.4373 0.0 0.1 -0.2
H 2.7117 0.7750 1.2226 -0.2 0.1 -0.1
C -1.8793 0.3529 -0.6612 -0.1 -0.1 -0.3
C -1.0110 -0.1501 -1.8043 0.6 0.2 0.0
H -1.2851 0.8060 0.1284 0.0 -0.1 0.2
H -2.5635 1.1115 -1.0216 -0.2 0.2 -0.1
H -2.5024 -0.4557 -0.2762 0.2 0.1 0.3
H -1.4995 -0.9331 -2.3675 -0.2 -0.1 -0.2
H -0.7294 0.6517 -2.4903 -0.2 0.0 0.0
H -0.0626 -0.5660 -1.4593 -0.1 -0.1 0.2
```
Positions in Å, forces in eV/Å.

Results
* SMILES: CC.CC
* charge: 0
* frontier orbital gap: 12.95 eV
* E_HOMO: -11.748 eV
* E_LUMO: 0.04403 Ha
* ΔE to the lowest compared entry with this formula, charge and spin: 0.052 eV
* E: -4342.4766 eV



No. 5
A gas-phase ion, C2HO3S (charge -1) at a distorted geometry, computed with the ωB97M-V functional and the def2-TZVPD basis.

Geometry as XYZ:
```
7
Properties=species:S:1:pos:R:3:forces:R:3
C -1.8503 -0.1215 0.0344 4.7 2.2 0.7
C -0.6963 0.2640 0.1361 -1.5 -1.0 -0.6
S 1.0719 0.2401 0.0073 0.2 -3.7 2.0
O 1.4065 0.9744 -1.2149 -0.2 -1.3 0.8
O 1.1822 -1.6023 0.0242 0.1 6.8 -0.3
O 1.5129 0.9199 1.2634 -0.3 -1.6 -2.1
H -2.6268 -0.6746 -0.2504 -3.0 -1.5 -0.6
```
Positions in Å, forces in eV/Å.

Results
* SMILES: C#CS(=O)(=O)[O-]
* charge: -1
* frontier orbital gap: 9.09 eV
* E_HOMO: -4.987 eV
* E_LUMO: 0.15071 Ha
* ΔE to the lowest compared entry with this formula, charge and spin: 4.788 eV
* E: -19064.9558 eV



No. 6
3 unconnected molecules or ions with the total composition CH7O2S at a distorted geometry, computed with the ωB97M-V functional and the def2-TZVPD basis.

Geometry as XYZ:
```
11
Properties=species:S:1:pos:R:3:forces:R:3
C 1.3392 1.3801 -0.2810 0.2 -0.4 0.3
S -0.2831 0.7284 0.2799 0.0 0.0 -0.7
H 1.5489 1.6146 -1.3339 -0.8 0.2 0.0
H 2.0841 0.6082 -0.0757 0.2 0.2 0.4
H 1.4864 2.2671 0.3344 0.6 0.0 -0.2
H -1.6722 -0.1927 -1.8355 -0.3 -0.3 1.2
H -2.7271 -1.0818 -1.0235 0.3 -0.2 1.9
O -2.4844 -0.7291 -1.8451 -0.1 0.5 -3.1
H -0.2891 -2.0389 1.8045 -0.4 -0.5 0.1
H 0.5754 -0.9029 1.6590 -0.1 -0.2 0.9
O 0.4219 -1.6529 2.3168 0.4 0.7 -1.0
```
Positions in Å, forces in eV/Å.

Results
* charge: -1
* frontier orbital gap: 7.04 eV
* E_HOMO: -2.928 eV
* E_LUMO: 0.15109 Ha
* ΔE to the lowest compared entry with this formula, charge and spin: 0.500 eV
* E: -16081.7654 eV



The lowest E belongs to which entry? C11H25ClIMnN2OP2



Which of these has the highest E? C4H12



What is the charge in the fifth record? -1



What did the third record say?
C6H9P in the gas phase at a distorted geometry, computed with the ωB97M-V functional and the def2-TZVPD basis.

Geometry as XYZ:
```
16
Properties=species:S:1:pos:R:3:forces:R:3
C -2.5928 -0.9186 0.0445 -0.2 2.5 -1.0
P -2.2720 0.5599 -0.6938 1.3 -1.4 0.8
C -0.4048 0.5741 -0.9186 1.0 1.2 -1.4
C 0.6633 0.8449 0.1768 -0.7 -2.7 -1.9
C 1.0453 1.9745 1.0126 -1.3 1.5 1.2
C 0.6932 -0.3397 -0.4314 -0.4 1.9 2.8
C 1.2241 -1.7164 -0.3428 0.3 -0.8 -3.6
H -3.5986 -0.9775 0.3332 -1.6 -0.2 0.3
H -2.0930 -1.7928 0.3087 1.5 -1.0 0.2
H -0.1145 1.1359 -1.8749 -0.8 -0.7 0.9
H 1.9395 1.8448 1.6999 -1.3 0.0 -0.8
H 0.0358 2.2854 1.6084 2.6 -0.6 -1.1
H 1.2466 2.8213 0.3047 -0.1 -0.5 0.8
H 0.4803 -2.4661 -0.7510 0.8 0.8 0.7
H 1.6307 -2.0362 0.5747 0.0 0.0 1.4
H 2.1169 -1.7934 -1.0510 -1.0 0.0 0.6
```
Positions in Å, forces in eV/Å.

Results
* SMILES: C=PC1C(C)=C1C
* charge: 0
* frontier orbital gap: 8.71 eV
* E_HOMO: -8.222 eV
* E_LUMO: 0.01800 Ha
* ΔE to the lowest compared entry with this formula, charge and spin: 3.266 eV
* E: -15652.4809 eV